Entry 1:
C35H37N4O | wB97M-V/def2-TZVPD

XYZ file:
```
77
Properties=species:S:1:pos:R:3
C 2.297 2.741 4.867
N 2.016 1.990 3.666
C 2.810 2.054 2.549
O 3.761 2.811 2.384
C 2.297 1.003 1.559
C 3.344 -0.046 1.214
C 3.815 -0.788 2.443
C 4.848 -0.240 3.211
C 5.260 -0.861 4.393
C 4.640 -2.044 4.813
C 3.631 -2.614 4.026
C 3.255 -2.015 2.816
N 1.129 0.464 2.245
C 0.426 -0.549 1.747
C -0.623 -1.159 2.434
C -1.048 -2.456 2.196
C -2.095 -3.053 2.978
C -2.165 -4.464 3.175
C -3.135 -5.029 3.996
C -4.082 -4.205 4.636
C -4.036 -2.814 4.457
C -3.061 -2.245 3.649
C 0.922 1.043 3.603
C -0.412 1.698 3.821
C -0.865 2.690 3.025
C -2.180 3.297 3.145
C -2.523 4.401 2.323
C -3.771 5.011 2.428
C -4.718 4.524 3.345
C -4.399 3.424 4.155
C -3.146 2.810 4.062
H 3.150 3.405 4.693
H 1.425 3.335 5.164
H 2.535 2.052 5.690
H 1.965 1.532 0.649
H 2.946 -0.725 0.456
H 4.187 0.508 0.784
H 5.325 0.686 2.872
H 6.051 -0.401 4.989
H 4.945 -2.518 5.751
H 3.122 -3.523 4.354
H 2.513 -2.487 2.161
H 0.746 -0.899 0.758
H -1.121 -0.569 3.216
H -0.521 -3.073 1.464
H -1.398 -5.082 2.688
H -3.157 -6.108 4.145
H -4.862 -4.650 5.259
H -4.757 -2.166 4.959
H -3.006 -1.152 3.532
H 1.057 0.275 4.390
H -0.944 1.380 4.724
H -0.210 3.109 2.248
H -1.773 4.757 1.609
H -4.006 5.868 1.797
H -5.697 4.999 3.426
H -5.127 3.037 4.868
H -2.898 1.946 4.688
C 2.435 -7.083 -3.038
N 2.295 -5.646 -3.010
C 3.462 -4.920 -3.447
C 1.175 -5.025 -2.538
C 1.208 -3.671 -2.101
C 0.075 -3.156 -1.455
N -1.008 -3.895 -1.165
C -1.153 -5.051 -1.841
C -0.067 -5.716 -2.440
H 1.717 -7.574 -2.372
H 2.304 -7.481 -4.055
H 3.452 -7.345 -2.719
H 3.245 -3.855 -3.571
H 4.293 -5.035 -2.735
H 3.805 -5.321 -4.407
H 2.084 -3.029 -2.197
H 0.031 -2.104 -1.163
H -2.166 -5.465 -1.912
H -0.218 -6.726 -2.822
```

LUMO level: -4.35 eV
Net charge: +1
Electronic energy: -1649.912324 a.u.
HOMO: -10.111 eV
Frontier orbital gap: 5.7628 eV
ΔE to the lowest compared entry with this formula, charge and spin: 0.0 kcal per mole



Entry 2:
C35H37N4OPSTi | wB97M-V/def2-TZVPD

XYZ file:
```
80
Properties=species:S:1:pos:R:3
Ti -0.567 -0.493 -0.511
C -1.040 3.097 -1.644
C 0.076 2.153 -2.116
C 1.426 2.882 -2.031
C -0.182 1.727 -3.568
O 0.124 1.026 -1.311
H -1.065 4.013 -2.242
H -0.870 3.366 -0.604
H -2.009 2.601 -1.708
H 1.419 3.800 -2.627
H 2.227 2.238 -2.391
H 1.635 3.143 -0.994
H -0.161 2.587 -4.244
H -1.154 1.238 -3.648
H 0.577 1.008 -3.879
N 0.842 -0.867 0.856
P 2.034 0.081 1.023
C 1.648 1.793 1.589
C 0.309 2.040 1.887
C -0.092 3.281 2.351
C 0.839 4.301 2.516
C 2.181 4.062 2.230
C 2.581 2.817 1.781
C 3.162 0.258 -0.420
C 2.793 -0.389 -1.597
C 3.594 -0.312 -2.724
C 4.781 0.415 -2.690
C 5.176 1.037 -1.511
C 4.380 0.945 -0.383
C 3.245 -0.463 2.302
C 3.189 0.008 3.611
C 4.038 -0.497 4.582
C 4.958 -1.488 4.258
C 5.014 -1.973 2.955
C 4.164 -1.466 1.990
H -0.427 1.253 1.730
H -1.141 3.451 2.560
H 0.524 5.277 2.865
H 2.915 4.850 2.359
H 3.632 2.650 1.583
H 1.869 -0.958 -1.633
H 3.282 -0.816 -3.630
H 5.403 0.486 -3.576
H 6.110 1.587 -1.468
H 4.724 1.398 0.537
H 2.471 0.776 3.873
H 3.980 -0.118 5.596
H 5.623 -1.884 5.016
H 5.722 -2.752 2.694
H 4.207 -1.852 0.978
C -3.700 -4.776 0.943
C -3.345 -4.036 -0.349
C -3.230 -5.023 -1.516
C -4.408 -2.967 -0.656
C -2.056 -3.351 -0.186
N -1.351 -2.425 -0.124
H -4.652 -5.296 0.815
H -3.797 -4.075 1.771
H -2.932 -5.506 1.194
H -4.202 -5.485 -1.697
H -2.503 -5.804 -1.292
H -2.903 -4.515 -2.423
H -5.387 -3.435 -0.774
H -4.156 -2.436 -1.573
H -4.455 -2.226 0.140
S -0.919 -3.309 -4.537
C -0.789 -2.188 -3.348
N -0.699 -1.382 -2.509
N -7.622 1.504 1.052
C -6.523 1.197 0.851
C -5.191 0.824 0.608
C -4.341 0.436 1.654
C -3.043 0.055 1.418
C -2.442 0.026 0.116
C -3.359 0.426 -0.920
C -4.655 0.801 -0.694
H -4.733 0.431 2.667
H -2.447 -0.255 2.273
H -3.020 0.397 -1.955
H -5.297 1.074 -1.527
```

LUMO level (alpha / beta): 4.13 / 4.13 eV
Net charge: -2
Electronic energy: -3239.251696 a.u.
HOMO (alpha / beta): 1.418 / 1.398 eV
Frontier orbital gap (alpha / beta): 2.7146 / 2.7334 eV
ΔE to the lowest compared entry with this formula, charge and spin: 25.4 kcal per mole



Entry 3:
C35H38ClMnNP | wB97M-V/def2-TZVPD

XYZ file:
```
77
Properties=species:S:1:pos:R:3
C -0.887 -2.731 2.257
C -0.786 -2.936 0.844
C 0.602 -2.897 0.494
H -1.620 -3.170 0.188
C 1.364 -2.645 1.683
C 0.448 -2.540 2.779
H 0.727 -2.433 3.822
H -1.798 -2.817 2.841
H 1.019 -3.122 -0.482
H 2.446 -2.607 1.770
Mn 0.020 -0.985 1.368
Cl 1.512 0.203 0.119
P 0.335 -0.877 -2.330
C 1.437 -1.948 -3.367
C 1.003 -2.628 -4.517
H -0.044 -2.577 -4.824
C 1.913 -3.351 -5.295
H 1.561 -3.859 -6.196
C 3.258 -3.411 -4.920
H 3.967 -3.969 -5.531
C 3.696 -2.756 -3.761
H 4.747 -2.802 -3.464
C 2.793 -2.028 -2.983
H 3.126 -1.498 -2.088
C -1.293 -1.304 -3.084
C -1.919 -2.478 -2.613
H -1.423 -3.087 -1.855
C -3.148 -2.873 -3.139
H -3.627 -3.779 -2.760
C -3.751 -2.118 -4.154
H -4.708 -2.434 -4.570
C -3.127 -0.966 -4.637
H -3.580 -0.381 -5.441
C -1.906 -0.551 -4.096
H -1.421 0.348 -4.482
C 0.648 0.741 -3.158
C 1.351 0.887 -4.363
H 1.769 0.013 -4.868
C 1.500 2.152 -4.938
H 2.033 2.247 -5.887
C 0.966 3.277 -4.304
H 1.078 4.262 -4.757
C 0.289 3.145 -3.085
H -0.122 4.021 -2.577
C 0.126 1.884 -2.514
H -0.394 1.772 -1.562
C 3.250 2.803 4.397
C 1.939 2.663 3.682
C 1.243 3.808 3.278
C 0.020 3.737 2.595
C -0.677 5.004 2.194
C -0.525 2.483 2.337
C 0.093 1.312 2.860
C 1.391 1.412 3.420
N -0.628 0.129 2.932
C -1.648 0.020 4.005
C -1.237 -1.007 5.063
C -1.818 1.335 4.767
C -2.983 -0.328 3.361
H 3.966 3.364 3.784
H 3.146 3.347 5.346
H 3.673 1.818 4.610
H 1.672 4.793 3.470
H -0.923 5.621 3.069
H -0.017 5.605 1.559
H -1.598 4.797 1.641
H -1.485 2.378 1.820
H 1.923 0.498 3.700
H -0.195 -0.843 5.366
H -1.868 -0.884 5.955
H -1.336 -2.044 4.724
H -2.160 2.143 4.103
H -2.572 1.203 5.558
H -0.880 1.652 5.248
H -3.762 -0.373 4.131
H -3.239 0.452 2.633
H -2.949 -1.286 2.833
```

LUMO level (alpha / beta): -1.09 / -0.14 eV
<S²>: 6.15
Electronic energy: -3363.764665 a.u.
2S+1: 5
HOMO (alpha / beta): -7.480 / -7.454 eV
Frontier orbital gap (alpha / beta): 6.3864 / 7.3111 eV



Entry 4:
C35H38N5O6PSSe2Sr | wB97M-V/def2-TZVPD

XYZ file:
```
89
Properties=species:S:1:pos:R:3
Sr 0.471 -1.021 0.465
N -1.174 -2.224 -1.013
C -2.011 -3.004 -0.076
C -2.203 -2.282 1.269
O -3.359 -2.108 1.689
N -1.049 -1.957 1.864
C -1.149 -1.109 3.042
C -0.598 0.304 2.831
O -0.495 1.055 3.797
O -0.291 0.613 1.612
H -1.726 -1.446 -1.376
H -0.948 -2.806 -1.827
H -1.510 -3.954 0.118
H -3.008 -3.204 -0.473
H -0.612 -1.535 3.892
H -2.198 -0.998 3.336
O 1.431 -6.239 -2.767
C 1.984 -5.268 -1.881
C 2.618 -4.058 -2.589
C 3.321 -4.560 -3.857
O 4.226 -3.613 -4.442
C 1.571 -2.997 -2.929
Se -0.119 -3.608 -3.769
C 3.649 -3.401 -1.650
Se 2.973 -3.021 0.176
H 0.728 -5.770 -3.259
H 2.757 -5.775 -1.296
H 1.229 -4.902 -1.181
H 2.561 -4.850 -4.587
H 3.919 -5.442 -3.618
H 3.720 -2.819 -4.638
H 1.993 -2.236 -3.591
H 1.293 -2.508 -1.997
H 3.980 -2.448 -2.053
H 4.520 -4.047 -1.524
O 0.180 0.119 -4.420
N -0.739 0.672 -3.570
C -0.692 1.927 -3.712
C -1.560 2.911 -3.036
C -2.071 3.880 -3.912
C -2.951 4.853 -3.490
C -3.314 4.896 -2.153
C -2.783 3.975 -1.271
C -1.899 2.962 -1.665
P -1.164 1.838 -0.301
C -2.836 1.287 0.244
C -3.654 0.739 -0.753
C -4.934 0.297 -0.461
C -5.420 0.383 0.835
C -4.604 0.876 1.838
C -3.319 1.320 1.549
C -0.656 3.277 0.738
C 0.658 3.699 0.531
C 1.194 4.762 1.241
C 0.420 5.425 2.183
C -0.888 5.019 2.396
C -1.422 3.955 1.680
H -0.124 -0.797 -4.650
H -0.053 2.326 -4.502
H -1.788 3.835 -4.959
H -3.361 5.563 -4.198
H -3.998 5.659 -1.798
H -3.064 4.039 -0.228
H -3.275 0.659 -1.766
H -5.551 -0.121 -1.249
H -6.422 0.039 1.068
H -4.954 0.897 2.863
H -2.692 1.670 2.358
H 1.269 3.170 -0.195
H 2.221 5.065 1.069
H 0.837 6.252 2.748
H -1.500 5.528 3.133
H -2.440 3.652 1.881
N 1.409 -3.250 3.189
C 2.175 -2.143 3.304
N 1.939 -1.004 2.738
C 2.813 -0.021 3.161
C 2.787 1.310 2.760
C 3.743 2.180 3.256
C 4.720 1.744 4.150
C 4.750 0.422 4.571
C 3.793 -0.448 4.074
S 3.569 -2.143 4.409
H 0.629 -3.165 2.532
H 1.866 -4.144 3.224
H 2.001 1.649 2.096
H 3.717 3.222 2.957
H 5.452 2.447 4.531
H 5.493 0.078 5.282
```

LUMO level: 3.97 eV
Net charge: -2
Electronic energy: -7655.028208 a.u.
HOMO: -1.730 eV
Frontier orbital gap: 5.6980 eV
ΔE to the lowest compared entry with this formula, charge and spin: 36.0 kcal per mole



Entry 5:
C35H38NO5PtTe | wB97M-V/def2-TZVPD

XYZ file:
```
81
Properties=species:S:1:pos:R:3
Pt -0.501 0.192 0.895
C -0.275 -3.544 2.328
O -0.992 -2.327 2.392
C -1.985 -2.244 3.395
C -2.986 -1.208 2.910
O -2.238 -0.060 2.474
C -2.864 1.217 2.713
C -2.232 2.244 1.812
O -0.810 2.030 1.927
C 0.005 3.154 1.540
H 0.165 -3.800 3.296
H 0.527 -3.404 1.606
H -0.923 -4.366 2.003
H -1.535 -1.909 4.336
H -2.486 -3.204 3.564
H -3.633 -0.922 3.741
H -3.600 -1.571 2.082
H -2.653 1.484 3.752
H -3.945 1.185 2.556
H -2.492 3.257 2.128
H -2.520 2.109 0.766
H -0.259 3.986 2.191
H -0.160 3.393 0.488
H 1.040 2.859 1.682
C 4.939 -1.043 -3.413
C 3.887 -0.512 -2.474
C 4.045 0.713 -1.813
C 3.084 1.215 -0.966
C 3.252 2.587 -0.363
O 2.381 3.418 -0.479
C 4.521 2.899 0.358
C 5.332 1.897 0.886
C 6.480 2.231 1.589
C 6.828 3.564 1.754
C 6.022 4.567 1.227
C 4.868 4.236 0.540
C 1.900 0.477 -0.708
O 1.071 1.012 0.163
C 1.709 -0.749 -1.371
C 2.723 -1.205 -2.243
C 0.487 -1.532 -1.260
N -0.452 -1.312 -0.391
C -1.767 -1.977 -0.516
C -2.723 -1.081 -1.288
Te -4.783 -1.586 -0.947
C -5.269 0.321 -0.180
C -6.014 0.423 0.991
C -6.341 1.672 1.505
C -5.905 2.824 0.866
C -5.164 2.724 -0.304
C -4.859 1.479 -0.836
C 0.297 -2.636 -2.252
C -0.137 -2.341 -3.538
C -0.324 -3.365 -4.456
C -0.063 -4.679 -4.096
C 0.388 -4.972 -2.815
C 0.567 -3.952 -1.892
H 5.830 -0.419 -3.395
H 4.572 -1.070 -4.440
H 5.234 -2.057 -3.142
H 4.948 1.293 -1.974
H 5.060 0.857 0.759
H 7.104 1.452 2.006
H 7.728 3.824 2.295
H 6.297 5.605 1.356
H 4.222 5.001 0.130
H 2.577 -2.149 -2.753
H -2.136 -2.128 0.491
H -1.655 -2.952 -0.986
H -2.513 -1.070 -2.356
H -2.637 -0.062 -0.909
H -6.347 -0.472 1.503
H -6.936 1.741 2.406
H -6.159 3.796 1.267
H -4.842 3.620 -0.821
H -4.315 1.416 -1.770
H -0.318 -1.312 -3.822
H -0.666 -3.134 -5.455
H -0.203 -5.475 -4.814
H 0.602 -5.994 -2.535
H 0.922 -4.177 -0.894
```

LUMO level: -2.52 eV
Net charge: +1
Electronic energy: -2174.516539 a.u.
HOMO: -10.431 eV
Frontier orbital gap: 7.9123 eV
ΔE to the lowest compared entry with this formula, charge and spin: 23.1 kcal per mole



Entry 6:
C35H39Cl2InN11O2S2Se | wB97M-V/def2-TZVPD

XYZ file:
```
93
Properties=species:S:1:pos:R:3
In -20.080 5.183 9.032
N -19.869 4.880 6.862
C -18.870 5.787 6.305
C -18.537 5.774 4.989
C -17.674 6.680 4.361
C -16.935 7.470 5.224
C -17.207 7.522 6.628
C -16.577 8.417 7.516
C -17.029 8.520 8.811
C -17.973 7.639 9.239
N -18.597 6.802 8.411
C -18.201 6.696 7.118
H -19.725 3.992 6.339
H -20.806 5.139 6.531
H -19.176 5.086 4.361
H -17.572 6.674 3.210
H -16.200 8.137 4.812
H -15.743 9.027 7.179
H -16.513 9.214 9.511
H -18.409 7.673 10.221
Cl -16.209 4.109 15.053
C -17.320 4.455 13.835
C -18.313 5.424 14.057
C -19.155 5.927 13.152
Cl -20.259 7.186 13.588
C -19.143 5.407 11.863
O -20.030 5.859 11.023
C -18.177 4.352 11.608
C -18.003 3.620 10.391
O -18.640 3.641 9.324
C -17.283 3.892 12.593
H -18.490 5.731 15.112
H -17.183 2.930 10.421
H -16.608 3.040 12.389
Se -21.210 1.961 8.527
N -21.688 3.624 9.117
C -22.998 3.602 9.388
C -23.958 4.669 9.851
C -25.259 4.368 9.873
C -25.863 3.161 9.473
C -25.099 2.152 9.044
C -23.593 2.290 9.079
N -22.846 1.380 8.595
H -23.520 5.591 10.238
H -25.877 5.123 10.373
H -26.963 3.101 9.496
H -25.471 1.170 8.734
C -23.368 8.450 4.909
C -23.878 7.135 5.482
C -23.268 7.018 6.890
N -22.252 6.352 7.305
N -21.776 6.649 8.586
C -22.607 7.421 9.277
N -22.418 7.727 10.563
S -23.887 8.035 8.283
H -23.767 8.495 3.844
H -22.297 8.556 4.889
H -23.667 9.396 5.329
H -23.539 6.352 4.865
H -24.934 7.183 5.566
H -21.690 7.334 11.046
H -22.979 8.422 11.105
N -13.983 1.563 12.038
C -14.429 2.197 10.935
S -15.259 1.288 9.806
N -14.301 3.522 10.822
C -13.705 4.409 11.760
C -14.429 5.346 12.391
C -13.869 6.205 13.276
C -12.456 6.151 13.605
C -11.695 5.304 12.817
C -12.342 4.455 11.942
H -13.947 0.544 12.169
H -13.539 2.086 12.805
H -14.651 3.944 10.002
H -15.502 5.480 12.221
H -14.582 6.892 13.791
H -12.089 6.781 14.449
H -10.637 5.314 12.944
H -11.784 3.786 11.289
N -14.792 -1.221 6.397
C -15.143 0.117 5.873
C -16.543 0.494 6.409
N -16.959 1.902 6.155
H -13.953 -1.680 5.939
H -15.553 -1.878 6.197
H -14.597 -1.195 7.400
H -15.082 -0.021 4.796
H -14.303 0.744 6.297
H -16.507 0.328 7.502
H -17.278 -0.112 5.966
H -17.226 1.981 5.153
H -16.452 2.686 6.574
```

LUMO level: -7.47 eV
Net charge: +3
Electronic energy: -6417.441964 a.u.
HOMO: -14.772 eV
Frontier orbital gap: 7.2987 eV
ΔE to the lowest compared entry with this formula, charge and spin: 27.5 kcal per mole



Q: Among the records above, which one has the highest electronic energy?
A: C35H37N4O



Q: Look up the electronic energy of the third one.
A: -3363.764665 a.u.